Entry 1:
Entry from the Open Molecules 2025 dataset: C59H53CrGe2N7O2PS2 as an isolated structure (ωB97M-V/def2-TZVPD).

charge	-2
gap between HOMO and LUMO (spin up / spin down)	4.25 / 4.35	eV
highest occupied orbital energy (spin up / spin down)	-0.258 / -0.362	eV
electronic energy	-248974.75370	eV
spin multiplicity	2
<S²>	0.7744

Each line ends with the Löwdin spin population.
Cartesian coordinates (Å):
Ge1 1.706 -1.324 -2.768  0.00
Ge2 -3.141 -0.597 0.837  0.00
Cr1 -0.166 1.775 0.755  1.04
S1 0.735 4.269 0.695  -0.01
S2 4.833 0.302 3.127  0.00
P1 0.634 4.791 2.755  0.01
O1 0.276 1.468 -1.218  0.00
O2 -1.599 0.289 -1.142  0.00
N1 2.917 2.214 0.770  -0.01
N2 4.019 4.007 0.350  0.00
N3 -1.601 3.171 0.245  0.00
N4 -0.495 2.183 2.702  0.00
N5 -1.919 5.325 -0.022  0.00
N6 1.445 0.293 1.411  0.01
N7 -0.018 2.966 4.707  0.00
C1 3.042 -1.652 3.397  0.00
C2 3.351 -1.145 -0.382  0.00
C3 1.087 -1.641 0.219  0.00
C4 -3.771 -3.868 3.481  0.00
C5 0.682 -3.083 0.191  0.00
C6 -4.941 -1.517 -1.422  0.00
C7 -1.652 -2.201 2.842  0.00
C8 -4.396 -3.287 -2.962  0.00
C9 -2.883 -1.992 2.226  0.00
C10 2.878 3.570 0.895  0.00
C11 -5.262 -2.292 -2.531  0.00
C12 1.287 -3.997 -3.994  0.00
C13 -5.526 1.176 0.564  0.00
C14 3.374 1.111 -3.143  0.00
C15 4.144 1.918 -5.277  0.00
C16 4.119 1.823 0.182  0.00
C17 -3.101 4.692 -0.358  0.00
C18 -3.220 -3.510 -2.259  0.00
C19 -1.648 6.739 -0.022  0.00
C20 3.353 -1.506 1.097  0.00
C21 -2.883 3.357 -0.188  0.00
C22 2.999 -5.640 -4.384  0.00
C23 -2.907 -2.721 -1.163  0.00
C24 1.495 -4.132 0.356  0.00
C25 4.328 5.407 0.217  0.00
C26 -0.624 0.819 -1.803  0.00
C27 1.766 1.477 1.118  -0.04
C28 2.910 -4.068 0.601  0.00
C29 2.913 -0.141 -5.132  0.00
C30 -1.482 -3.208 3.783  0.00
C31 0.585 3.795 5.713  0.00
C32 -3.934 -2.853 2.549  0.00
C33 -2.544 -4.041 4.110  0.00
C34 -3.744 -1.693 -0.729  0.00
C35 4.047 2.060 -3.897  0.00
C36 2.805 -0.009 -3.745  0.00
C37 -1.043 4.364 0.344  0.01
C38 4.140 -1.245 2.450  0.00
C39 3.939 -4.766 -3.849  0.00
C40 -6.648 1.877 0.977  0.00
C41 3.658 -2.996 0.902  0.00
C42 -0.574 0.478 -3.262  0.00
C43 0.038 3.222 3.366  0.01
C44 -0.601 1.723 4.886  0.00
C45 -7.095 1.771 2.288  0.00
C46 2.101 -1.296 -0.869  0.00
C47 1.817 -1.607 2.876  0.00
C48 -6.394 0.962 3.173  0.00
C49 3.571 0.812 -5.893  0.00
C50 1.882 -1.138 1.444  0.00
C51 4.790 2.949 -0.127  0.00
C52 -0.160 -0.995 -3.400  0.00
C53 -5.269 0.271 2.750  0.00
C54 1.667 -5.251 -4.447  0.00
C55 -0.888 1.265 3.644  0.00
C56 -1.530 0.363 0.312  -0.02
C57 -4.814 0.343 1.431  0.00
C58 2.220 -3.096 -3.483  0.00
C59 3.550 -3.514 -3.403  0.00
H1 -4.892 -2.721 2.056  0.00
H2 -0.815 -1.569 2.563  0.00
H3 -5.200 1.271 -0.467  0.00
H4 -3.976 5.238 -0.669  0.00
H5 4.725 -3.188 0.986  0.00
H6 5.754 3.085 -0.586  0.00
H7 -1.980 -2.896 -0.629  0.00
H8 1.069 -5.129 0.280  0.00
H9 3.300 -6.618 -4.738  0.00
H10 0.153 1.131 -3.746  0.00
H11 -2.543 -4.299 -2.570  0.00
H12 0.437 3.344 6.692  0.00
H13 4.978 -5.069 -3.785  0.00
H14 -0.898 6.985 -0.777  0.00
H15 -1.263 7.042 0.953  0.00
H16 4.655 2.668 -5.869  0.00
H17 3.640 0.695 -6.969  0.00
H18 -7.972 2.315 2.615  0.00
H19 5.354 5.527 -0.129  0.00
H20 4.995 -1.921 2.505  0.00
H21 2.475 -1.011 -5.613  0.00
H22 4.203 5.909 1.175  0.00
H23 0.179 -1.034 0.128  0.00
H24 3.645 5.876 -0.496  0.00
H25 4.495 2.917 -3.409  0.00
H26 3.275 1.248 -2.072  0.00
H27 0.143 4.795 5.701  0.00
H28 -3.557 2.534 -0.331  0.00
H29 -4.598 -4.529 3.718  0.00
H30 4.289 -2.838 -2.984  0.00
H31 -0.729 1.290 5.863  0.00
H32 -2.414 -4.829 4.843  0.00
H33 -1.378 0.357 3.337  0.00
H34 0.896 -1.773 3.419  0.00
H35 -0.874 -1.604 -2.848  0.00
H36 -0.372 -3.276 0.030  0.00
H37 -6.192 -2.120 -3.061  0.00
H38 -4.639 -3.885 -3.833  0.00
H39 4.232 -1.009 -1.001  0.00
H40 1.655 3.899 5.516  0.00
H41 -5.645 -0.764 -1.091  0.00
H42 -4.731 -0.355 3.455  0.00
H43 -0.519 -3.348 4.260  0.00
H44 0.243 -3.702 -4.041  0.00
H45 4.366 0.810 -0.025  0.00
H46 -1.562 0.640 -3.701  0.00
H47 3.442 -5.013 0.518  0.00
H48 -0.208 -1.300 -4.451  0.00
H49 3.283 -1.884 4.426  0.00
H50 -7.180 2.510 0.275  0.00
H51 0.927 -5.930 -4.854  0.00
H52 -2.568 7.281 -0.237  0.00
H53 -6.734 0.872 4.199  0.00

Entry 2:
Entry from the Open Molecules 2025 dataset: C59H62Ge2N5P2STi as an isolated structure (ωB97M-V/def2-TZVPD).

charge	-1
gap between HOMO and LUMO (spin up / spin down)	5.90 / 5.90	eV
highest occupied orbital energy (spin up / spin down)	-3.770 / -3.770	eV
electronic energy	-235202.45550	eV
ΔE to the lowest compared entry with this formula, charge and spin	0.0	kcal/mol

Each line ends with the Mulliken charge.
Cartesian coordinates (Å):
Ge1 -1.599 -2.159 -1.418  1.18
Ge2 1.121 -2.549 -0.108  2.29
Ti1 -0.361 -0.266 0.128  -2.15
S1 -0.828 -2.159 2.310  0.06
P1 -3.179 0.479 1.857  0.94
P2 0.055 3.107 0.419  0.76
N1 1.102 -0.061 1.732  2.13
N2 0.875 -0.197 3.070  -2.03
N3 -0.196 -1.289 4.735  -0.45
N4 1.659 0.240 -0.790  1.28
N5 -1.995 0.358 0.882  1.23
C1 -0.627 4.631 2.603  -0.43
C2 -4.184 1.950 1.436  0.30
C3 -1.836 -6.420 -0.915  -0.55
C4 -4.549 -5.949 -0.647  -1.38
C5 -3.454 0.200 4.683  -1.03
C6 -0.003 -1.127 3.381  0.20
C7 -4.445 -0.853 1.925  0.19
C8 -6.328 -2.908 2.184  -0.90
C9 3.924 0.902 -0.327  -0.92
C10 -1.675 1.589 3.859  0.64
C11 -1.057 4.246 1.332  0.93
C12 -1.320 1.910 5.160  -0.98
C13 2.503 -2.859 1.297  -0.36
C14 2.262 0.450 1.462  -2.21
C15 -1.317 -3.975 -0.627  0.90
C16 -1.055 -2.508 -3.331  -0.69
C17 -6.699 -1.589 2.416  -0.70
C18 2.235 -4.292 -2.274  -1.31
C19 1.272 5.712 0.077  -0.47
C20 -1.349 5.544 3.356  -0.84
C21 2.631 0.560 0.089  1.76
C22 -2.973 5.689 1.597  -0.57
C23 -1.855 1.959 -3.582  -1.05
C24 2.213 3.880 -1.138  -0.23
C25 -4.833 2.757 2.366  -0.14
C26 -2.272 -5.107 -0.707  -0.06
C27 -3.646 -4.897 -0.583  -0.68
C28 -0.093 -4.108 -0.103  -0.69
C29 -4.303 -2.103 -2.816  -1.78
C30 -5.765 -0.571 2.285  -0.54
C31 -2.753 0.745 3.610  0.44
C32 -0.875 1.265 -1.431  0.46
C33 -1.208 3.636 -2.023  -0.24
C34 -5.627 3.814 1.942  -0.90
C35 -2.525 6.082 2.849  -0.83
C36 -1.408 0.983 -2.702  0.42
C37 -4.299 2.242 0.078  -0.49
C38 -0.786 2.644 -1.133  0.67
C39 -1.766 3.302 -3.244  -1.33
C40 -3.093 0.514 5.986  -0.74
C41 3.201 0.612 -2.580  -1.17
C42 -5.025 -3.197 1.807  -0.66
C43 3.179 6.070 -1.354  -0.66
C44 -2.734 -7.474 -0.985  -0.90
C45 -5.091 3.300 -0.345  -0.59
C46 -5.765 4.079 0.587  -0.66
C47 -2.031 1.377 6.226  -0.74
C48 4.216 0.916 -1.669  -0.92
C49 -1.396 -3.919 -3.817  -1.55
C50 -4.098 -7.246 -0.848  -0.53
C51 -4.093 -2.178 1.674  -0.01
C52 -2.249 4.772 0.845  -0.62
C53 2.230 6.559 -0.471  -0.73
C54 2.236 -2.850 -1.765  -0.76
C55 1.951 0.297 -2.101  -0.49
C56 3.297 -4.154 1.131  -1.49
C57 3.164 4.721 -1.688  -0.79
C58 1.250 4.357 -0.247  0.37
C59 -3.504 -1.566 -1.629  1.32
H1 3.189 -2.006 1.282  0.25
H2 -3.094 6.795 3.433  0.38
H3 5.210 1.170 -2.015  0.45
H4 2.868 -4.418 -3.160  0.35
H5 -0.999 5.830 4.341  0.43
H6 -0.862 -4.677 -3.243  0.16
H7 -1.078 4.682 -1.764  0.55
H8 -4.041 -1.729 -0.692  0.03
H9 -1.104 1.971 3.025  -0.39
H10 -7.053 -3.706 2.289  0.37
H11 2.590 -4.992 -1.514  0.30
H12 -5.288 -1.627 -2.877  0.39
H13 2.949 0.687 2.265  0.22
H14 -7.718 -1.349 2.693  0.40
H15 -2.102 4.074 -3.927  0.40
H16 0.289 4.204 3.003  0.46
H17 2.002 -2.839 2.265  0.15
H18 3.921 6.732 -1.781  0.36
H19 -1.078 -1.709 4.977  0.29
H20 -4.724 -4.220 1.610  0.69
H21 -3.793 -1.909 -3.762  0.37
H22 -6.076 0.448 2.461  0.36
H23 -6.385 4.904 0.257  0.40
H24 -5.609 -5.751 -0.541  0.39
H25 -4.279 -0.479 4.504  0.33
H26 -4.007 -3.888 -0.422  1.70
H27 -3.739 1.646 -0.635  0.29
H28 3.856 -4.168 0.192  0.26
H29 -4.716 2.562 3.426  0.44
H30 -1.133 -4.056 -4.871  0.39
H31 -5.173 3.520 -1.403  0.45
H32 2.225 7.610 -0.208  0.42
H33 4.669 1.144 0.420  0.52
H34 1.903 -2.192 -2.569  0.31
H35 3.375 0.626 -3.647  0.55
H36 -4.800 -8.069 -0.907  0.39
H37 2.641 -5.029 1.132  0.27
H38 -4.466 -3.181 -2.756  0.26
H39 -0.479 2.569 5.338  0.44
H40 0.019 -2.334 -3.437  0.48
H41 0.537 6.120 0.758  0.27
H42 3.257 -2.529 -1.522  0.65
H43 -6.127 4.439 2.673  0.40
H44 -1.478 -0.043 -3.037  -0.49
H45 -0.778 -6.606 -1.050  0.42
H46 -3.410 -0.481 -1.719  -0.29
H47 -1.550 -1.779 -3.979  0.75
H48 0.214 -5.070 0.319  0.05
H49 2.199 2.836 -1.420  0.73
H50 -1.754 1.626 7.244  0.33
H51 0.062 -0.482 5.287  0.30
H52 -2.461 -4.137 -3.710  0.26
H53 -2.264 1.665 -4.544  0.44
H54 -2.620 4.460 -0.122  0.37
H55 1.131 0.079 -2.774  0.00
H56 -3.082 -2.413 1.371  -0.14
H57 -3.897 6.092 1.201  0.46
H58 -2.369 -8.480 -1.156  0.39
H59 3.895 4.322 -2.383  0.43
H60 1.225 -4.605 -2.544  0.05
H61 4.022 -4.293 1.941  0.41
H62 -3.642 0.082 6.815  0.41

Entry 3:
Entry from the Open Molecules 2025 dataset: C59H62N3O5Rh as an isolated structure (ωB97M-V/def2-TZVPD).

gap between HOMO and LUMO (spin up / spin down)	5.87 / 5.05	eV
highest occupied orbital energy (spin up / spin down)	-5.681 / -7.377	eV
electronic energy	-79904.15701	eV
spin multiplicity	5
<S²>	6.0482

Each line ends with the Löwdin spin population.
Cartesian coordinates (Å):
Rh1 0.456 -0.526 0.205  0.91
O1 0.762 -0.176 -1.759  0.34
O2 2.333 0.201 0.425  0.03
O3 6.558 0.838 2.413  0.00
O4 0.345 -0.831 2.204  0.01
O5 4.005 0.948 -3.316  0.02
N1 2.353 -1.119 -4.340  0.19
N2 -1.348 -1.605 0.139  0.23
N3 -1.240 1.168 0.443  0.30
C1 1.723 3.322 2.312  0.00
C2 -1.340 5.346 0.000  0.02
C3 3.410 0.063 3.920  0.00
C4 -1.306 2.570 0.301  0.02
C5 1.174 -0.487 3.074  0.00
C6 0.304 2.757 2.247  0.01
C7 -0.601 -3.220 -2.105  0.00
C8 -4.267 2.172 1.372  0.01
C9 -1.607 -5.166 -0.858  0.00
C10 4.418 0.465 1.371  0.00
C11 7.152 0.950 1.133  0.00
C12 4.780 1.979 -2.738  0.00
C13 3.033 0.177 1.508  0.00
C14 3.535 -1.342 -3.619  0.00
C15 -2.105 -5.742 0.300  0.01
C16 3.934 -2.669 -3.467  0.03
C17 -1.022 -3.824 -3.441  0.00
C18 2.522 -0.072 2.821  0.00
C19 -1.929 -3.609 1.438  0.01
C20 1.429 2.380 -4.167  0.06
C21 -5.666 2.231 1.616  0.00
C22 -4.382 2.819 -1.743  0.00
C23 1.549 -0.026 -4.545  0.48
C24 1.383 1.102 -3.647  0.17
C25 -1.506 -3.019 0.235  0.02
C26 -2.927 2.343 -1.695  0.00
C27 -5.996 -2.389 0.258  0.00
C28 0.658 -0.548 4.490  0.00
C29 -3.868 -1.285 0.392  0.01
C30 1.126 0.965 -2.230  0.10
C31 5.845 -2.030 -2.184  0.04
C32 -2.234 -4.968 1.439  0.00
C33 5.072 -3.020 -2.762  0.00
C34 -5.959 -0.080 0.966  0.01
C35 1.183 2.128 -1.413  0.16
C36 -2.089 3.152 -0.716  0.02
C37 -3.368 -2.955 3.443  0.00
C38 -6.496 1.160 1.409  0.01
C39 -0.415 2.899 3.591  0.00
C40 -2.327 2.383 -3.103  0.00
C41 5.236 0.560 2.468  0.00
C42 -4.584 -2.418 0.104  0.02
C43 -0.528 3.381 1.144  0.02
C44 5.485 -0.698 -2.347  0.00
C45 4.725 0.371 3.774  0.00
C46 -2.373 0.515 0.592  0.12
C47 -1.288 -3.816 -0.901  0.01
C48 -2.001 -2.861 2.760  0.00
C49 1.369 3.513 -3.348  0.19
C50 -6.672 -1.279 0.693  0.02
C51 -4.586 -0.124 0.777  0.05
C52 0.906 -3.383 -1.887  0.01
C53 -0.917 -3.406 3.696  0.00
C54 4.356 -0.341 -3.070  0.02
C55 -2.445 -0.889 0.363  0.15
C56 -3.730 0.991 0.936  0.02
C57 -0.561 4.761 0.985  0.00
C58 1.299 3.384 -1.966  0.04
C59 -2.089 4.537 -0.839  0.00
H1 4.776 0.608 0.363  0.00
H2 -2.108 -3.841 -3.549  0.00
H3 1.565 2.496 -5.235  0.00
H4 -1.089 -4.463 3.912  0.00
H5 5.394 0.459 4.617  0.00
H6 -4.811 2.930 -0.747  0.00
H7 5.823 1.923 -3.060  0.00
H8 3.033 -0.102 4.920  0.00
H9 4.342 2.910 -3.087  0.00
H10 -0.560 3.953 3.841  0.00
H11 1.103 -1.387 5.028  0.00
H12 -2.691 4.995 -1.616  0.00
H13 8.212 1.111 1.305  0.00
H14 1.190 -4.436 -1.986  0.00
H15 0.025 5.389 1.646  0.00
H16 3.313 -3.444 -3.902  0.00
H17 2.314 2.781 3.054  0.00
H18 0.163 2.439 4.395  0.00
H19 2.231 3.227 1.350  0.00
H20 0.073 -3.313 3.247  0.00
H21 1.470 -2.789 -2.600  0.00
H22 -4.465 3.779 -2.259  0.00
H23 2.094 -1.922 -4.891  0.00
H24 -1.370 1.867 -3.142  0.00
H25 -7.748 -1.308 0.817  0.00
H26 1.199 -3.061 -0.884  0.01
H27 -2.365 -6.792 0.322  0.00
H28 4.725 1.946 -1.646  0.00
H29 0.374 1.694 2.020  0.00
H30 7.007 0.034 0.555  0.00
H31 -0.826 -2.153 -2.135  0.00
H32 -2.170 3.412 -3.433  0.00
H33 -1.781 -1.811 2.575  0.00
H34 -3.660 3.056 1.517  0.00
H35 -2.927 1.300 -1.380  0.00
H36 -3.590 -3.981 3.746  0.00
H37 6.739 1.798 0.580  0.00
H38 -6.552 -3.292 0.038  0.00
H39 -1.363 6.422 -0.115  0.00
H40 -0.924 -2.869 4.647  0.00
H41 -3.002 1.899 -3.813  0.00
H42 6.107 0.075 -1.922  0.00
H43 -0.652 -4.845 -3.564  0.00
H44 1.726 4.377 2.596  0.00
H45 1.071 2.007 -0.349  0.00
H46 1.281 4.255 -1.324  0.00
H47 -0.419 -0.684 4.457  0.00
H48 -7.561 1.254 1.583  0.00
H49 -1.397 2.421 3.559  0.00
H50 -0.615 -3.226 -4.260  0.00
H51 1.045 0.000 -5.503  0.03
H52 6.730 -2.282 -1.614  0.00
H53 -4.989 2.098 -2.295  0.00
H54 -3.373 -2.339 4.346  0.00
H55 -4.173 -2.612 2.795  0.00
H56 -1.462 -5.777 -1.741  0.00
H57 -2.582 -5.429 2.356  0.00
H58 -6.089 3.167 1.959  0.00
H59 5.342 -4.062 -2.661  0.00
H60 1.407 4.497 -3.799  0.01
H61 -4.105 -3.335 -0.214  0.00
H62 0.897 0.367 5.030  0.00